DFT (ωB97M-V/def2-TZVPD) results for a molecular structure, C30H27F6IrNO7PS3.

Calculated values
Maximum force ... 0.98 eV/Å
HOMO level (alpha / beta) ... -0.310 / -0.344 Eh
ΔE to the lowest compared entry with this formula, charge and spin ... 145.94 kJ/mol
Orbital gap (alpha / beta) ... 8.417 / 7.408 eV
2S+1 ... 5
Lowest unoccupied orbital energy (alpha / beta) ... 0.00 / -1.95 eV

```
76
Properties=species:S:1:pos:R:3:mulliken_spin:R:1
Ir 0.634 0.210 -0.435 2.288
C 4.676 -2.809 1.867 0.001
C 4.544 -2.346 0.433 0.004
C 5.697 -2.426 -0.350 0.001
C 5.723 -2.035 -1.677 0.002
C 4.571 -1.543 -2.272 0.009
C 3.420 -1.444 -1.515 0.024
C 3.385 -1.835 -0.169 -0.024
P 1.741 -1.613 0.592 0.164
C 1.900 -1.373 2.375 -0.006
C 1.302 -2.291 3.233 0.049
C 1.386 -2.134 4.608 -0.001
C 2.083 -1.054 5.123 0.008
C 2.658 -0.126 4.264 -0.003
C 2.568 -0.252 2.884 0.001
C 3.171 0.816 2.008 0.010
C 0.901 -3.210 0.343 -0.014
C 1.594 -4.363 0.716 0.003
C 1.035 -5.617 0.549 0.002
C -0.226 -5.736 -0.021 -0.001
C -0.910 -4.599 -0.413 0.014
C -0.367 -3.330 -0.232 -0.014
C -1.216 -2.156 -0.655 0.127
H 5.269 -3.724 1.901 0.000
H 3.732 -2.998 2.367 0.000
H 5.206 -2.058 2.459 0.000
H 6.598 -2.817 0.108 0.000
H 6.640 -2.118 -2.246 0.000
H 4.568 -1.232 -3.308 0.000
H 2.524 -1.046 -1.981 0.017
H 0.759 -3.138 2.839 -0.003
H 0.898 -2.846 5.260 0.000
H 2.160 -0.917 6.194 0.000
H 3.174 0.735 4.674 0.000
H 3.560 1.629 2.619 0.000
H 2.432 1.252 1.330 0.011
H 3.988 0.433 1.392 0.003
H 2.586 -4.284 1.145 -0.002
H 1.585 -6.497 0.856 0.000
H -0.674 -6.711 -0.159 0.000
H -1.895 -4.685 -0.858 0.002
H -0.491 -1.354 -1.006 0.006
H -1.764 -2.409 -1.570 0.033
F -2.623 1.287 4.578 0.001
C -1.506 1.205 3.870 0.008
F -0.556 0.638 4.602 0.000
F -1.115 2.431 3.528 0.000
S -1.802 0.264 2.328 0.027
O -0.489 0.313 1.667 0.015
O -2.890 0.921 1.667 0.004
N -2.118 -1.123 2.986 0.077
S -2.114 -2.518 2.206 0.269
O -2.070 -1.657 0.291 0.403
O -1.807 -3.580 3.169 0.229
C -3.911 -2.828 1.881 0.030
F -3.993 -3.868 1.050 0.000
F -4.493 -3.145 3.029 0.003
F -4.533 -1.793 1.354 0.005
C -5.540 0.078 -2.973 0.000
C -4.160 0.652 -2.782 0.000
C -3.312 0.847 -3.875 0.001
C -2.042 1.368 -3.714 -0.005
C -1.619 1.711 -2.433 0.047
C -2.450 1.555 -1.337 -0.005
C -3.714 1.012 -1.517 0.001
S 0.054 2.214 -2.209 -0.023
O 0.356 3.312 -3.062 0.016
O 0.840 0.948 -2.491 0.133
O 0.225 2.413 -0.736 0.069
H -5.601 -0.524 -3.880 0.000
H -6.281 0.876 -3.055 0.000
H -5.823 -0.545 -2.124 0.000
H -3.651 0.570 -4.867 0.000
H -1.381 1.499 -4.562 0.000
H -2.119 1.834 -0.347 -0.016
H -4.342 0.855 -0.647 0.001
```


DFT (ωB97M-V/def2-TZVPD) results for a molecular structure, C30H27N4O10S2Ti in a non-equilibrium geometry.

Calculated values
Maximum force ... 2.27 eV/Å
HOMO level (alpha / beta) ... -0.077 / -0.077 Eh
Total charge ... -1
ΔE to the lowest compared entry with this formula, charge and spin ... 142.34 kJ/mol
Orbital gap (alpha / beta) ... 4.429 / 4.430 eV
2S+1 ... 1
Lowest unoccupied orbital energy (alpha / beta) ... 2.34 / 2.34 eV

```
74
Properties=species:S:1:pos:R:3:lowdin_charge:R:1
Ti 0.192 0.155 -0.599 1.030
O 0.511 -1.999 -4.440 0.090
C 0.212 -1.472 -3.225 -0.474
O 1.123 -1.053 -2.481 0.005
C -1.122 -1.423 -2.806 -0.198
C -2.280 -1.818 -3.493 -0.016
C -3.511 -1.653 -2.907 -0.092
C -3.592 -1.102 -1.593 -0.002
C -2.446 -0.744 -0.966 -0.228
N -1.205 -0.876 -1.531 -0.005
C -2.347 -0.248 0.422 -0.581
O -3.310 -0.181 1.200 0.018
O -1.128 -0.027 0.817 -0.178
H 1.465 -1.912 -4.530 0.109
H -2.170 -2.242 -4.483 0.111
H -4.415 -1.938 -3.429 0.080
H -4.538 -0.965 -1.087 0.114
O -1.374 2.576 -3.349 -0.281
S -0.835 2.373 -2.030 0.538
O -1.771 1.923 -1.022 -0.274
O 0.366 1.495 -2.053 -0.364
C -0.294 3.999 -1.494 -0.195
C -0.272 5.008 -2.448 -0.051
C 0.024 6.310 -2.084 -0.077
C 0.289 6.622 -0.758 -0.078
C 0.275 5.624 0.202 -0.057
C -0.012 4.317 -0.160 -0.213
S -0.022 3.102 1.145 0.533
O 0.886 3.583 2.170 -0.313
O -1.408 3.075 1.617 -0.308
O 0.480 1.872 0.522 -0.410
H -0.515 4.739 -3.467 0.110
H 0.040 7.090 -2.836 0.101
H 0.509 7.644 -0.474 0.100
H 0.493 5.828 1.242 0.112
C 4.477 1.094 -0.326 -0.093
C 5.058 -0.122 0.021 -0.109
C 4.259 -1.241 0.164 -0.052
C 2.878 -1.139 -0.013 -0.202
C 2.260 0.083 -0.300 -0.154
C 3.101 1.185 -0.477 -0.089
C 1.997 -2.303 0.029 -0.220
C 2.489 -3.589 -0.280 -0.002
C 1.641 -4.639 -0.392 -0.013
C 0.284 -4.454 -0.054 -0.156
C -0.643 -5.514 -0.073 -0.049
C -1.913 -5.348 0.409 -0.095
C -2.262 -4.126 1.001 -0.067
C -1.383 -3.073 1.007 -0.004
C -0.117 -3.160 0.386 -0.159
N 0.712 -2.062 0.295 0.130
H 5.099 1.970 -0.473 0.092
H 6.129 -0.192 0.174 0.089
H 4.714 -2.190 0.433 0.097
H 2.671 2.145 -0.740 0.094
H 3.543 -3.716 -0.488 0.105
H 1.998 -5.618 -0.691 0.113
H -0.328 -6.477 -0.463 0.106
H -2.621 -6.168 0.373 0.095
H -3.232 -3.995 1.465 0.106
H -1.635 -2.181 1.550 0.092
N -2.004 1.139 3.448 0.166
C -0.801 0.994 4.307 -0.144
C 0.080 -0.241 4.051 -0.260
N 1.108 -0.155 3.031 0.039
H -2.837 1.357 3.980 0.153
H -2.269 0.367 2.807 0.112
H -1.855 1.912 2.749 0.088
H -1.136 0.962 5.344 0.112
H -0.181 1.879 4.162 0.115
H -0.544 -1.116 3.842 0.113
H 0.586 -0.422 5.005 0.102
H 1.593 0.734 3.068 0.074
H 0.784 -0.264 2.076 0.020
```


DFT (ωB97M-V/def2-TZVPD) results for a molecular structure, C30H27N8O2STi in a non-equilibrium geometry.

Calculated values
Maximum force ... 1.20 eV/Å
HOMO level (alpha / beta) ... -0.294 / -0.402 Eh
Total charge ... +1
ΔE to the lowest compared entry with this formula, charge and spin ... 116.45 kJ/mol
Orbital gap (alpha / beta) ... 4.958 / 7.964 eV
2S+1 ... 3
Lowest unoccupied orbital energy (alpha / beta) ... -3.04 / -2.97 eV

```
69
Properties=species:S:1:pos:R:3:mulliken_spin:R:1
Ti 0.173 -0.649 0.206 0.983
O -0.112 3.750 5.767 0.008
N 0.872 3.038 5.728 0.000
O 1.753 3.050 6.565 0.030
C 1.009 2.070 4.608 0.027
C 2.154 1.336 4.655 -0.019
C 2.394 0.367 3.678 0.072
C 3.543 -0.469 3.718 -0.036
C 3.727 -1.445 2.792 0.078
C 2.749 -1.587 1.770 0.005
N 1.690 -0.834 1.688 0.008
C 1.465 0.173 2.634 0.104
C 0.288 0.972 2.553 0.113
N -0.590 0.748 1.514 0.136
C -1.783 1.426 1.487 0.184
C -2.100 2.337 2.436 -0.006
C -1.208 2.633 3.485 0.336
C 0.006 1.931 3.583 -0.053
H 2.853 1.504 5.460 0.007
H 4.268 -0.316 4.508 -0.002
H 4.586 -2.100 2.803 0.005
H 2.871 -2.347 1.002 -0.001
H -2.452 1.142 0.686 -0.005
H -3.055 2.843 2.387 0.001
H -1.464 3.371 4.216 0.017
C 3.955 -0.037 -2.047 -0.005
C 3.788 -0.907 -3.119 0.009
C 2.629 -1.644 -3.230 -0.006
C 1.624 -1.507 -2.272 0.024
N 1.812 -0.682 -1.223 -0.017
C 2.944 0.027 -1.116 0.024
C 0.283 -2.151 -2.356 -0.029
C -0.030 -2.989 -3.429 0.000
C -1.320 -3.466 -3.566 0.003
C -2.289 -3.106 -2.633 -0.001
C -1.951 -2.308 -1.552 -0.053
C -0.659 -1.797 -1.382 0.007
H 4.842 0.567 -1.925 0.000
H 4.563 -1.005 -3.867 0.000
H 2.491 -2.315 -4.063 0.000
H 3.021 0.667 -0.243 0.000
H 0.710 -3.275 -4.164 0.000
H -1.571 -4.114 -4.394 0.000
H -3.301 -3.473 -2.747 -0.001
H -2.720 -2.089 -0.815 0.003
C -0.330 2.879 -4.541 0.000
N -1.454 2.779 -3.637 0.000
C -2.805 3.110 -4.077 0.000
C -3.654 2.849 -2.821 0.000
N -2.707 2.146 -1.964 0.003
C -1.446 2.205 -2.431 0.004
S -0.059 1.645 -1.636 0.001
H -0.300 3.883 -4.966 0.000
H -0.427 2.150 -5.349 0.000
H 0.584 2.692 -3.987 0.000
H -3.094 2.471 -4.915 0.000
H -2.850 4.149 -4.405 0.000
H -4.523 2.228 -3.032 0.000
H -3.988 3.778 -2.357 0.000
H -2.852 1.980 -0.987 -0.008
N -1.809 -3.124 3.233 0.000
C -1.465 -4.140 2.368 0.001
C -0.910 -3.531 1.293 0.018
N -0.883 -2.160 1.499 -0.006
C -1.433 -1.962 2.677 0.042
H -2.259 -3.224 4.128 -0.001
H -1.668 -5.171 2.590 0.000
H -0.542 -3.967 0.381 -0.002
H -1.584 -1.004 3.146 -0.003
```